C9H14O | ωB97M-V with the def2-TZVPD basis set

Computed properties:
**Expectation value of S²**: 0.767
**Frontier orbital gap (spin up / spin down)**: 10.10 / 6.91 eV
**Energy**: -11598.9005 eV
**HOMO (spin up / spin down)**: -14.14 / -14.52 eV

The geometry in ORCA input format:
```
! wB97M-V def2-TZVPD RIJCOSX def2/J DEFGRID3
* xyz 1 2
O -2.5857 -0.1430 1.6341
C 2.7252 0.6867 0.1586
C -0.4653 -1.3264 -2.8721
C 0.3084 -0.0512 -3.2621
C -0.6115 -1.0231 0.6383
C -1.3012 0.0546 1.3188
C 0.5969 1.4300 1.2410
C -0.6885 1.2565 1.6716
C 1.3311 0.3538 0.6198
C 0.7382 -0.8669 0.4088
H -2.8545 -0.9034 1.1027
H -1.1534 2.1079 2.1440
H 2.6721 1.2445 -0.7814
H 1.1833 -1.6872 -0.1432
H -0.7494 -1.3910 -1.8113
H 0.8646 -0.2191 -4.1841
H -1.2322 -1.8714 0.3900
H 3.3671 -0.1867 0.0807
H -1.4522 -1.2064 -3.3249
H 0.1529 -2.1851 -3.1084
H 1.0575 2.4080 1.2162
H 1.1050 0.0755 -2.5211
H 3.2088 1.3584 0.8632
H -0.1940 0.9141 -3.2755
*
```